Entry 1:
ORCA calculation (wB97M-V/def2-TZVPD) on a molecular structure, C36H45BrCsN4OP2S4Sb at a distorted geometry.

```
95
Properties=species:S:1:pos:R:3:forces:R:3:lowdin_charge:R:1
Cs -1.0722 -1.5764 0.1976 0.2 -0.5 0.1 0.76
C -4.3189 0.3184 1.2278 0.0 0.0 0.1 -0.15
C -3.3689 0.9693 2.2335 0.2 0.0 -0.1 -0.55
C -4.1228 2.0145 3.0492 0.2 -0.2 -0.1 -0.11
P -1.8181 1.4696 1.2827 -0.4 1.0 1.0 1.02
C -1.1002 2.8656 2.3243 -0.1 -0.2 -0.1 -0.56
C 0.0399 3.4890 1.5238 -0.2 0.0 0.0 -0.12
C -0.6048 2.3335 3.6636 -0.2 0.0 -0.1 -0.12
C -2.4589 2.4939 -0.0856 0.2 -0.3 -0.1 -0.32
C -3.1783 3.6708 0.0333 -0.1 0.1 -0.1 -0.12
C -3.5224 4.4153 -1.0845 -0.1 0.3 0.0 -0.13
C -3.1106 3.9863 -2.3416 -0.1 0.1 -0.1 -0.12
C -2.4077 2.8152 -2.4884 0.1 -0.1 -0.2 -0.05
C -2.0690 2.0210 -1.3678 -0.1 0.4 0.2 -0.35
N -1.3051 0.9197 -1.4229 0.6 -0.1 0.1 -0.08
C -1.3799 0.0273 -2.4225 -0.2 0.0 -0.8 -0.44
C -2.6183 -0.2460 -3.0604 -0.1 0.1 0.0 -0.04
C -2.7852 -1.2888 -3.9338 0.0 0.0 -0.1 -0.10
C -1.7208 -2.1382 -4.2234 0.1 -0.1 -0.2 -0.12
C -0.4969 -1.8825 -3.6398 -0.1 -0.1 -0.1 -0.16
C -0.2803 -0.7920 -2.7942 -0.1 0.1 0.2 -0.44
P 1.4508 -0.6988 -2.2151 0.3 0.5 -0.6 1.07
C 2.2596 -0.4261 -3.9210 0.0 -0.1 0.2 -0.54
C 1.6730 0.6169 -4.8727 0.0 -0.2 0.1 -0.11
C 3.7649 -0.2451 -3.7565 -0.1 -0.1 0.0 -0.15
C 1.6801 0.9154 -1.2907 0.0 -0.3 0.0 -0.55
C 3.0229 0.8528 -0.5622 -0.1 -0.1 -0.1 -0.14
C 1.5251 2.2264 -2.0496 -0.1 -0.2 0.1 -0.10
H -5.0941 -0.2422 1.7520 0.1 -0.1 -0.1 0.03
H -3.7881 -0.3762 0.5737 -0.2 -0.1 -0.1 0.02
H -4.7876 1.0779 0.5991 0.1 0.0 -0.1 0.08
H -3.0167 0.1856 2.9211 -0.1 0.0 -0.1 0.10
H -4.5312 2.7868 2.4024 -0.1 0.1 0.0 0.06
H -3.4945 2.4790 3.8063 0.0 0.1 0.1 0.05
H -4.9545 1.5247 3.5556 -0.1 0.0 0.1 0.08
H -1.8674 3.6289 2.4908 0.0 0.0 0.0 0.09
H 0.7859 2.7331 1.2892 0.2 -0.1 -0.1 0.05
H 0.5248 4.2968 2.0773 0.0 0.1 0.0 0.07
H -0.3371 3.8809 0.5802 0.1 0.1 -0.1 0.07
H 0.1242 1.5394 3.5093 0.1 -0.1 0.0 0.06
H -1.4189 1.9165 4.2533 0.0 -0.1 0.1 0.06
H -0.1351 3.1243 4.2538 0.1 0.0 0.0 0.07
H -3.4938 4.0368 1.0023 0.1 -0.1 0.1 0.09
H -4.0869 5.3328 -0.9763 0.0 0.0 0.0 0.08
H -3.3379 4.5849 -3.2176 0.0 0.0 0.0 0.09
H -2.0731 2.4954 -3.4690 0.0 0.0 0.0 0.11
H -3.4640 0.3774 -2.7942 0.0 0.0 0.0 0.11
H -3.7539 -1.4628 -4.3861 -0.1 0.0 0.1 0.10
H -1.8506 -2.9833 -4.8859 0.0 -0.1 0.1 0.09
H 0.3354 -2.5512 -3.8447 0.0 0.0 0.0 0.09
H 2.1022 -1.4067 -4.3941 0.0 0.1 0.2 0.08
H 2.0321 1.6183 -4.6515 0.0 0.1 0.0 0.05
H 0.5862 0.6179 -4.8226 -0.1 0.0 0.0 0.07
H 1.9657 0.3795 -5.8985 0.0 0.0 -0.1 0.07
H 3.9946 0.7470 -3.3747 0.1 0.1 0.0 0.05
H 4.2774 -0.3646 -4.7124 0.1 0.0 -0.1 0.07
H 4.1540 -0.9837 -3.0567 0.2 0.0 0.1 0.06
H 0.8841 0.8690 -0.5398 0.0 0.0 -0.1 0.05
H 3.8569 0.9084 -1.2583 0.1 0.0 0.0 0.05
H 3.0984 -0.0798 -0.0047 0.1 0.0 0.1 0.04
H 3.1118 1.6904 0.1283 0.1 0.1 0.1 0.06
H 2.3714 2.4021 -2.7109 0.1 0.0 -0.1 0.06
H 1.4798 3.0548 -1.3411 0.0 0.1 0.1 0.07
H 0.6058 2.2264 -2.6275 -0.1 0.1 -0.1 0.06
S -4.9293 -2.8382 3.1461 0.2 -0.1 -0.3 -0.29
Sb -3.5995 -4.3782 2.0695 -0.3 -0.2 0.6 -0.16
S -1.3359 -3.9744 2.2923 -0.2 -0.4 0.2 -0.38
S -3.9506 -3.7570 -0.4586 -1.1 1.2 0.5 0.42
S -4.3272 -6.5447 2.2412 0.2 0.3 -0.2 -0.34
Br 4.4063 2.8707 6.0567 0.0 -0.1 -0.1 0.68
C 3.8636 1.5088 4.8300 0.0 0.1 0.1 -0.68
C 4.2118 0.1935 5.0872 0.1 0.2 0.1 -0.14
C 3.8122 -0.7916 4.2109 -0.3 -0.1 -0.5 -0.02
C 3.0616 -0.4819 3.0612 0.6 1.1 1.2 -0.26
C 2.6864 0.8580 2.8672 0.1 -0.7 -0.1 -0.02
C 3.0896 1.8499 3.7322 0.2 0.1 0.3 -0.12
N 2.6119 -1.3875 2.1398 -0.3 -2.0 -1.1 0.13
C 3.1376 -2.5499 1.9963 0.2 1.6 0.9 -0.07
C 2.6581 -3.5496 1.0752 -0.4 -1.4 -0.9 -0.26
C 3.1798 -4.8528 1.1712 -0.1 0.6 0.2 -0.02
C 2.7372 -5.8280 0.3016 -0.3 -0.1 -0.3 -0.07
C 1.7892 -5.4809 -0.6519 0.3 0.0 0.3 -0.03
C 1.3269 -4.1688 -0.6672 -0.1 -0.2 -0.2 -0.16
N 1.7422 -3.2281 0.1543 0.2 0.2 0.6 0.08
H 4.7843 -0.0625 5.9675 0.0 0.0 0.0 0.10
H 4.0627 -1.8180 4.4293 0.0 -0.1 0.0 0.10
H 2.0642 1.0832 2.0180 -0.1 0.0 -0.1 0.08
H 2.7908 2.8749 3.5733 0.0 0.1 0.0 0.10
H 4.0260 -2.8687 2.5668 -0.2 0.1 0.0 0.12
H 3.8959 -5.0899 1.9468 0.1 0.0 0.0 0.10
H 3.1103 -6.8436 0.3695 0.0 0.1 0.0 0.10
H 1.4142 -6.2033 -1.3623 -0.1 0.0 0.0 0.11
H 0.5790 -3.8729 -1.3909 -0.1 0.0 -0.1 0.09
O -2.5137 -4.9681 -2.0913 -0.5 0.3 0.5 -0.21
N -2.8701 -4.8932 -0.9178 1.7 -1.5 -0.9 -0.62
```
Positions in Å, forces in eV/Å.

Computed properties:
Total charge: -2
E: -185118.7350 eV
Energy above the lowest of the compared OMol25 structures with the same formula, charge and spin: 29.3 kcal per mole
Spin multiplicity: 1

Entry 2:
ORCA calculation (wB97M-V/def2-TZVPD) on 13 unconnected molecules or ions with the total composition C38H108N6O13 at a distorted geometry.

```
165
Properties=species:S:1:pos:R:3:forces:R:3:lowdin_charge:R:1
C -10.0692 10.0051 23.3270 -0.4 0.3 0.7 -0.07
C -11.3415 9.4195 23.9667 0.9 -0.3 1.2 -0.43
C -11.7952 10.1100 25.3202 1.0 -0.7 -0.7 -0.17
O -10.8665 9.8126 26.3791 0.2 -0.8 -0.8 -0.20
C -11.1054 10.4556 27.6037 -0.7 1.1 -0.6 -0.12
N -12.3984 9.3802 22.9758 -0.7 0.3 0.3 0.03
H -9.8083 9.4866 22.4043 0.0 -0.2 0.1 0.07
H -9.2063 10.0225 23.9926 0.0 -0.1 0.0 0.07
H -10.3143 11.0310 23.0520 0.2 0.2 -0.1 0.07
H -11.1672 8.3918 24.2855 0.2 -0.2 -0.1 0.13
H -12.7556 9.6693 25.5876 -0.3 0.4 -0.1 0.12
H -11.8213 11.1850 25.1419 -0.4 0.3 0.2 0.12
H -12.1708 10.5520 27.8129 -0.3 -0.4 0.1 0.08
H -10.7821 11.4909 27.4950 0.4 0.3 0.4 0.08
H -10.6229 9.9821 28.4587 0.2 -0.2 -0.4 0.09
H -12.7415 10.3190 22.8310 -0.3 0.3 0.0 0.07
H -11.9833 9.1403 22.0868 0.0 -0.3 -0.1 0.07
C -16.2813 22.3069 13.8534 0.7 0.9 -0.4 -0.07
C -15.0026 22.5865 14.6828 -1.4 1.0 0.0 -0.39
C -14.5333 24.1169 14.6273 0.0 -0.5 -1.2 -0.15
O -14.3687 24.5574 13.2570 -1.4 -1.4 0.1 -0.21
C -13.9483 25.8672 13.0969 1.0 0.6 0.4 -0.14
N -15.3359 22.1247 16.0282 1.3 -0.1 0.7 0.01
H -16.0855 22.7928 12.8976 -0.4 -0.5 -0.4 0.07
H -17.1957 22.7475 14.2507 0.2 0.4 0.4 0.07
H -16.5316 21.2478 13.7922 0.6 0.0 -0.2 0.07
H -14.1987 21.9572 14.3012 0.0 0.1 0.0 0.13
H -13.5734 24.3047 15.1082 0.2 -0.5 0.4 0.11
H -15.2424 24.7685 15.1378 -0.5 0.0 0.0 0.11
H -12.8662 25.8562 13.2271 0.3 0.5 0.3 0.08
H -14.4136 26.5538 13.8041 0.0 0.1 0.2 0.08
H -14.0976 26.3025 12.1088 -0.5 -0.7 -0.2 0.09
H -15.8488 22.7791 16.6016 -0.5 0.4 -0.4 0.07
H -14.4685 22.0419 16.5389 0.2 -0.3 0.3 0.06
C -23.2715 15.8524 24.0164 0.4 -0.1 1.0 -0.05
C -23.2729 15.2564 25.4438 2.0 1.5 -0.1 -0.48
C -23.6918 16.3046 26.5010 -0.1 -0.6 -0.7 -0.21
O -23.5461 15.7312 27.7937 -0.1 0.3 -0.2 -0.18
C -24.5011 16.2170 28.7049 -0.6 -0.2 0.3 -0.12
N -23.9838 14.0371 25.4869 -1.2 -0.3 0.2 0.05
H -24.1017 16.5325 23.8253 0.0 0.1 0.1 0.07
H -23.3125 15.0662 23.2624 0.2 0.0 0.1 0.08
H -22.3202 16.3834 23.9854 -0.2 0.3 -0.7 0.07
H -22.2453 15.0100 25.7114 0.3 0.0 -0.2 0.13
H -24.7160 16.5455 26.2162 -0.6 0.1 0.6 0.12
H -23.1471 17.2467 26.4394 0.4 0.0 -0.1 0.13
H -24.4178 15.7261 29.6745 0.4 -0.2 -0.2 0.09
H -25.4924 15.9803 28.3184 -0.3 0.1 0.0 0.08
H -24.4602 17.2867 28.9100 0.3 0.2 -0.3 0.09
H -24.0834 13.8116 26.4663 -0.1 -0.5 0.3 0.07
H -24.9035 14.3292 25.1887 -0.7 -0.6 -0.2 0.08
C -10.5865 23.0411 20.3012 0.5 0.0 0.7 -0.06
C -9.5403 23.1401 21.4204 -0.3 -1.1 -1.3 -0.43
C -8.6105 21.9003 21.3694 -0.2 0.9 -0.3 -0.22
O -9.3807 20.8043 21.6982 -1.0 -0.9 1.4 -0.20
C -8.8357 19.5863 21.2886 -0.5 -0.5 -0.5 -0.11
N -8.8471 24.4121 21.2059 0.3 -1.0 0.9 0.04
H -11.1700 23.9618 20.2931 -0.3 -0.1 0.1 0.07
H -11.2029 22.1588 20.4735 -0.1 0.1 -0.4 0.08
H -10.0417 23.0192 19.3574 -0.1 -0.3 -0.1 0.08
H -10.0140 23.0071 22.3930 -0.3 0.5 0.3 0.13
H -7.8137 21.9766 22.1092 0.6 0.3 -0.2 0.13
H -8.2614 21.6748 20.3618 0.7 0.8 -0.3 0.12
H -9.5567 18.8100 21.5448 -0.2 0.1 -0.3 0.09
H -7.9040 19.2306 21.7284 0.4 0.7 0.4 0.09
H -8.6919 19.6768 20.2120 0.1 -0.6 -0.3 0.09
H -8.3003 24.4830 22.0522 0.6 0.8 0.0 0.07
H -9.5588 25.1255 21.2744 0.0 0.3 0.0 0.07
C -2.6998 15.0060 16.0629 -0.9 -0.4 0.0 -0.06
C -4.0825 15.6447 15.7815 1.0 -0.6 0.7 -0.45
C -5.1731 15.0853 16.7062 0.7 -0.9 -0.6 -0.21
O -5.2264 13.6698 16.5317 -1.3 0.0 0.0 -0.20
C -6.4472 13.1154 17.0516 0.8 -0.1 0.3 -0.10
N -3.9203 17.0580 15.9262 -0.2 1.2 -0.1 0.03
H -2.7856 13.9413 15.8457 0.3 0.0 0.0 0.07
H -2.4616 15.1018 17.1222 0.0 0.0 0.2 0.07
H -1.8859 15.4732 15.5084 -0.2 0.0 -0.2 0.08
H -4.3607 15.4269 14.7503 -0.1 -0.1 -0.1 0.14
H -6.1147 15.5634 16.4364 -0.3 0.0 0.1 0.12
H -4.9447 15.2366 17.7612 0.1 0.6 0.2 0.13
H -7.2888 13.1172 16.3589 0.2 0.1 -0.4 0.08
H -6.7910 13.6433 17.9411 0.2 0.2 0.2 0.08
H -6.2177 12.0943 17.3561 -0.1 0.0 -0.2 0.08
H -4.8027 17.5481 15.9600 -0.2 0.1 -0.2 0.07
H -3.4256 17.3216 16.7663 0.1 -0.2 0.1 0.07
C -13.0245 15.8049 17.9566 1.2 1.1 0.9 -0.07
C -13.4493 14.6025 18.7235 0.4 0.5 -0.4 -0.49
C -14.5191 14.8754 19.7180 -0.8 1.3 1.6 -0.25
O -14.7150 13.7376 20.5244 -1.0 -0.9 1.0 -0.19
C -15.7365 13.8648 21.5704 1.0 0.8 -0.9 -0.06
N -13.9269 13.6714 17.7534 -0.7 -1.8 0.3 0.05
H -12.0833 15.6319 17.4348 -0.3 -0.3 -0.5 0.08
H -12.7323 16.5752 18.6704 -0.4 0.5 -0.1 0.08
H -13.8137 16.1402 17.2837 0.1 0.2 0.0 0.09
H -12.6387 14.1595 19.3021 0.3 0.0 -0.2 0.15
H -15.4443 15.2047 19.2450 -0.4 -0.3 -0.4 0.13
H -14.2792 15.7268 20.3549 0.5 0.2 0.3 0.12
H -16.6580 14.2629 21.1457 -0.2 -0.2 -0.1 0.08
H -15.4098 14.5844 22.3211 0.2 0.2 0.0 0.08
H -15.9123 12.9278 22.0989 0.2 -0.2 -0.6 0.08
H -14.5512 13.1799 18.3769 -0.3 -1.5 -0.6 0.06
H -14.5825 14.1202 17.1298 0.1 0.4 -0.3 0.07
C -13.5248 8.7420 14.1506 0.2 -0.2 -0.6 -0.09
C -12.4146 8.1878 15.0561 -0.3 0.8 -1.3 -0.33
O -12.5212 8.8013 16.3104 0.0 -0.8 1.2 -0.08
H -13.2724 9.7545 13.8357 -0.1 0.1 0.0 0.07
H -14.5135 8.7745 14.6082 0.2 -0.1 0.5 0.07
H -13.6697 8.1549 13.2438 0.3 -0.1 -0.1 0.06
H -11.4223 8.3957 14.6559 0.1 0.3 -0.4 0.10
H -12.4077 7.0980 15.0351 -0.5 0.0 1.1 0.11
H -12.4242 9.7522 16.2206 0.0 0.0 -0.2 0.09
C -16.8670 20.1134 23.3422 0.2 0.5 -1.6 -0.10
C -15.5172 20.7280 23.7847 -2.0 -1.3 -0.1 -0.31
O -15.7069 21.0652 25.1355 0.7 1.1 0.6 -0.09
H -17.5910 20.8896 23.0946 0.0 0.5 0.8 0.07
H -17.3507 19.4271 24.0373 0.4 -0.2 -0.1 0.07
H -16.7840 19.7201 22.3290 0.2 -0.9 0.1 0.06
H -15.3679 21.5839 23.1263 0.4 0.3 0.6 0.11
H -14.6811 20.0363 23.6825 0.1 -0.1 -0.2 0.10
H -15.7998 20.2485 25.6315 0.0 -0.1 0.0 0.08
C -9.4457 19.5021 13.6047 -0.6 -1.3 -1.2 -0.10
C -9.1159 20.6218 14.4808 -0.2 1.6 0.5 -0.38
O -7.7662 20.9370 14.3773 2.0 -0.2 0.1 -0.07
H -8.7754 18.6559 13.7553 0.1 0.0 0.2 0.08
H -9.3964 19.7512 12.5447 0.1 0.2 0.0 0.08
H -10.4607 19.1549 13.7982 -0.1 0.0 0.0 0.08
H -9.3820 20.3837 15.5106 -0.2 0.1 0.2 0.11
H -9.5524 21.5692 14.1646 -1.3 -0.3 0.1 0.11
H -7.6290 21.7885 14.7987 0.2 0.0 0.0 0.08
C -19.3168 12.8210 15.6061 -0.4 -0.3 -0.7 -0.10
C -18.9426 13.7412 14.4244 -1.3 -0.9 2.1 -0.33
O -17.9824 14.6011 14.9500 1.6 1.0 -1.0 -0.08
H -19.8079 13.3287 16.4362 -0.5 0.3 -0.3 0.07
H -18.4407 12.4008 16.1002 0.2 -0.2 -0.6 0.07
H -19.9418 12.0364 15.1796 -0.2 -0.3 0.6 0.07
H -19.8252 14.2780 14.0768 -0.1 0.1 -0.1 0.11
H -18.6425 13.0923 13.6016 0.9 0.5 0.0 0.11
H -18.3769 15.2027 15.5857 -0.2 -0.1 -0.1 0.09
C -13.0936 16.3056 27.3738 0.4 -0.2 -1.2 -0.09
C -14.3327 16.2574 28.2076 0.5 -0.4 1.6 -0.37
O -15.4914 16.6881 27.5808 -0.9 0.5 -1.2 -0.07
H -13.1728 15.6938 26.4752 -0.3 -0.1 -0.1 0.07
H -12.2254 15.8954 27.8896 -0.1 0.2 0.3 0.08
H -12.8493 17.3008 27.0022 -0.1 0.2 0.3 0.08
H -14.1830 16.8729 29.0946 0.2 0.1 0.3 0.11
H -14.5046 15.2492 28.5848 0.3 -0.3 0.0 0.11
H -16.2345 16.2871 28.0375 -0.1 0.1 -0.1 0.09
C -21.7445 18.9777 17.1651 -0.9 -0.1 -0.9 -0.11
C -20.6014 19.5158 17.9361 -0.2 0.0 -0.3 -0.35
O -19.5506 18.5826 17.8137 0.9 -0.2 0.3 -0.08
H -21.3694 18.7042 16.1789 -0.2 -0.2 -0.1 0.08
H -22.5274 19.7232 17.0260 -0.1 0.0 0.1 0.08
H -22.1886 18.1098 17.6525 0.1 -0.1 -0.1 0.08
H -20.9498 19.6229 18.9633 0.6 0.4 0.3 0.11
H -20.2566 20.4385 17.4693 -0.3 0.4 0.5 0.11
H -18.8052 19.0899 17.4841 0.3 -0.4 0.1 0.08
C -21.2669 7.9969 20.4929 0.3 0.8 0.4 -0.07
C -21.5390 9.0816 21.5875 0.5 -0.6 -1.0 -0.32
O -22.9134 9.4002 21.5568 -0.3 0.0 0.3 -0.09
H -21.6893 7.0094 20.6788 -0.3 0.2 0.3 0.07
H -20.2040 7.8300 20.3182 0.2 0.2 0.3 0.06
H -21.6353 8.3711 19.5377 -0.3 0.0 0.1 0.07
H -20.9923 10.0024 21.3843 0.4 0.0 -0.5 0.10
H -21.2214 8.8233 22.5977 0.0 -0.6 0.1 0.10
H -22.9876 10.1277 22.1787 -0.5 0.1 0.0 0.08
```
Positions in Å, forces in eV/Å.

Computed properties:
E: -76706.4680 eV
Energy above the lowest of the compared OMol25 structures with the same formula, charge and spin: 123.6 kcal per mole
Spin multiplicity: 1

Entry 3:
ORCA calculation (wB97M-V/def2-TZVPD) on 2 unconnected molecules or ions with the total composition C10H16O at a distorted geometry.

```
27
Properties=species:S:1:pos:R:3:forces:R:3:lowdin_charge:R:1
C 2.5569 -2.3134 -0.2380 0.5 -2.2 0.7 -0.07
C 1.1197 -2.0865 -0.5742 0.1 1.0 0.3 -0.30
C 0.0644 -2.4958 0.2307 1.1 0.1 -0.8 -0.05
C -1.2325 -2.0700 -0.0261 -0.5 -1.5 0.7 -0.04
C -1.5289 -1.3706 -1.1652 1.4 2.0 -1.9 -0.32
O -2.7339 -0.8137 -1.5373 0.2 -0.7 0.5 0.04
C -0.4771 -0.9670 -2.0426 0.3 -1.0 1.8 0.00
C 0.8398 -1.2983 -1.6879 -1.5 0.3 -1.0 -0.04
H 2.7177 -3.1228 0.5009 -0.6 0.1 -0.1 0.08
H 3.1107 -1.5221 0.2620 -0.1 0.6 -0.7 0.08
H 3.0347 -2.7672 -1.1111 0.5 0.8 0.0 0.08
H 0.3286 -3.2212 0.9881 -0.4 0.2 0.5 0.11
H -1.9673 -2.5048 0.6465 -0.4 0.5 -0.2 0.11
H -3.2472 -0.7533 -0.7384 -0.7 0.0 0.4 0.09
H -0.7197 -0.3567 -2.8976 0.0 0.0 -0.1 0.11
H 1.6052 -0.9356 -2.3615 0.3 -0.1 0.2 0.11
C -0.2594 3.3633 0.0251 -1.5 -0.1 -1.1 -0.14
C -0.1057 2.0555 0.7854 1.7 2.2 2.0 -0.29
C -0.5484 2.2467 2.2696 -0.5 -1.9 -0.3 -0.12
H -0.0198 3.2441 -1.0357 0.3 0.1 0.1 0.06
H -1.2975 3.7285 0.0270 0.1 -0.1 0.1 0.07
H 0.3191 4.1800 0.4496 0.3 -0.2 0.1 0.07
H 0.9887 2.0170 0.8865 -0.1 -0.9 -0.5 0.09
H -0.5234 1.1375 0.3941 0.0 0.1 -0.4 0.08
H -0.6086 3.2290 2.7255 0.2 0.3 -0.5 0.06
H 0.1142 1.6299 2.8847 -0.1 0.1 0.2 0.06
H -1.5304 1.7673 2.3399 -0.1 0.3 0.4 0.06
```
Positions in Å, forces in eV/Å.

Computed properties:
SMILES: Cc1ccc(O)cc1.CCC
E: -12676.1672 eV
Energy above the lowest of the compared OMol25 structures with the same formula, charge and spin: 35.9 kcal per mole
Spin multiplicity: 1

Calculated HOMO energy, -2.02 -9.15 -8.49 eV (same order as the records).